1.
44
Properties=species:S:1:pos:R:3:forces:R:3:mulliken_spin:R:1 method="wB97M-V/def2-TZVPD" homo_energy_ev="-7.81 / -8.24" multiplicity=3 s_squared=2.0218 orbital_gap_ev="7.81 / 5.97" lumo_ev="0.00 / -2.26" e_above_lowest_kcal_mol=15.4
H 3.078 6.283 -0.269 -0.017 -0.009 0.008 0.01
C 2.169 5.708 -0.395 -0.006 -0.020 -0.004 0.11
H -0.238 -0.910 2.173 0.025 0.014 0.036 0.00
C 1.310 -1.773 -0.764 0.128 0.099 -0.035 0.01
H 2.949 -5.956 2.195 0.001 0.013 -0.006 0.00
As -0.485 -1.142 -0.321 -0.208 -0.252 0.574 0.07
C 2.619 -5.115 1.598 -0.009 0.046 -0.002 0.00
Cl -5.418 2.509 -1.718 0.009 0.182 -0.176 0.00
H -0.339 -2.644 1.756 -0.029 0.000 -0.014 0.00
C 1.081 2.097 -0.022 0.703 0.042 0.155 0.00
C -0.146 5.607 -1.009 0.042 -0.018 0.004 0.07
C 1.005 6.342 -0.835 0.019 -0.009 0.014 -0.05
C 2.128 -5.319 0.317 -0.011 0.032 0.014 0.00
O 1.639 1.402 -0.878 0.103 0.095 0.106 0.00
S -1.661 3.387 -0.877 0.188 -0.054 0.264 0.72
Cl -6.236 -0.254 -1.406 -0.018 -0.039 -0.005 0.00
O 0.611 1.722 1.114 -0.029 0.020 -0.471 0.10
H 3.088 3.854 0.182 -0.015 0.014 -0.012 0.00
C 2.177 4.347 -0.134 -0.017 0.033 -0.057 -0.05
C 1.022 3.590 -0.286 -0.192 0.105 -0.012 0.15
C 1.707 -4.238 -0.448 -0.055 -0.039 0.034 0.00
N -3.343 0.664 0.513 -0.048 -0.063 -0.011 -0.01
H 1.334 -4.402 -1.453 0.010 -0.001 0.012 0.00
H -1.367 -2.572 -2.211 -0.028 -0.013 -0.017 0.00
H 1.005 7.404 -1.043 0.019 -0.029 0.001 0.00
C -5.661 1.197 -0.575 0.303 -0.123 0.096 0.00
H 3.080 -3.653 3.104 -0.011 -0.006 -0.027 0.00
H 2.079 -6.321 -0.093 -0.003 0.023 0.006 0.00
C -0.158 4.230 -0.717 -0.044 -0.006 0.016 -0.04
C -4.360 0.897 0.041 -0.489 -0.042 -0.099 0.03
H -1.234 -3.519 -0.710 -0.004 -0.025 -0.013 0.00
C 2.691 -3.823 2.107 -0.011 -0.030 -0.029 0.00
H -1.801 -1.627 1.741 -0.039 0.034 0.025 0.00
H 2.329 -1.739 1.737 0.004 -0.028 -0.004 0.00
Cl -6.783 1.675 0.692 -0.131 0.025 0.123 0.00
C -0.730 -1.650 1.546 0.058 -0.079 -0.053 -0.01
H -1.056 6.082 -1.354 0.012 -0.046 -0.004 0.00
C -1.536 -2.563 -1.136 -0.038 0.057 -0.076 0.02
C 1.766 -2.941 0.054 0.065 0.003 -0.049 0.00
C 2.268 -2.747 1.342 0.065 0.009 -0.035 0.00
H 1.958 -0.904 -0.668 -0.004 0.018 0.032 0.00
H 1.245 -2.031 -1.821 0.094 0.003 -0.051 0.00
H -2.595 -2.395 -0.944 -0.002 -0.010 0.014 0.00
Pd -1.191 1.236 -0.127 -0.391 0.072 -0.272 0.88



2.
21
Properties=species:S:1:pos:R:3:forces:R:3:mulliken_charge:R:1 method="wB97M-V/def2-TZVPD" homo_energy_ev=-8.87 multiplicity=1 orbital_gap_ev=4.01 lumo_ev=-4.86 e_above_lowest_kcal_mol=210.0
H -1.798 -1.503 1.141 0.237 -0.107 -0.334 0.19
C -3.229 -0.292 0.273 0.697 -0.115 0.441 -0.50
H -0.509 1.234 0.703 -1.229 1.216 0.784 0.26
H 2.166 0.908 0.613 0.144 0.193 0.125 0.37
H -0.175 2.840 -1.038 0.274 0.646 -0.177 0.19
H 0.083 0.113 1.155 -0.493 -0.920 1.275 0.38
H 4.121 0.589 -0.621 0.499 -0.378 -0.279 0.27
C -2.766 -1.468 0.661 -0.704 -0.444 0.388 -0.38
H 0.963 0.202 -1.628 -0.042 -0.264 -0.205 0.32
H -0.343 0.944 -1.242 -0.626 0.774 1.459 0.40
H -4.246 -0.050 0.000 0.065 -0.183 -0.349 0.28
H 3.785 -1.277 -0.877 0.156 -0.061 -0.258 0.29
O 0.099 -0.052 -1.274 0.918 -0.563 -0.149 -0.52
H 1.642 -1.767 -0.086 -0.351 -0.801 0.196 0.25
C 2.365 -0.078 0.214 0.524 0.734 0.284 0.03
H -2.462 0.458 0.370 -0.511 0.760 -0.167 0.23
O -0.606 0.683 1.530 1.394 0.088 -1.128 -0.73
C 3.505 -0.297 -0.529 -0.929 0.599 0.786 -0.45
O -0.711 2.185 -0.606 0.161 -1.229 -0.940 -0.86
H -3.354 -2.378 0.686 -0.106 -0.031 -0.056 0.25
N 1.472 -0.994 0.556 -0.079 0.085 -1.694 -0.26



3.
16
Properties=species:S:1:pos:R:3:forces:R:3:mulliken_charge:R:1 method="wB97M-V/def2-TZVPD" homo_energy_ev=-9.39 smiles="O=S(=O)(CO)c1ncc[nH]1" multiplicity=1 orbital_gap_ev=10.00 lumo_ev=0.61 e_above_lowest_kcal_mol=32.7
N -1.357 -0.426 1.382 0.527 0.136 -1.428 -0.14
O 2.168 1.410 1.049 -0.509 -0.740 -0.925 -0.59
H 0.104 2.490 -2.118 -0.376 3.697 0.624 0.32
C -1.608 -1.809 1.340 1.814 0.479 -0.841 -0.36
O 0.044 2.390 0.339 -0.962 1.169 -0.133 -0.65
H -2.007 0.374 1.356 0.379 -0.934 0.398 0.31
H -2.461 -2.395 1.540 -1.087 0.335 0.766 0.39
S 0.969 1.310 0.243 -0.786 -2.091 0.645 1.09
H -0.408 -3.439 0.654 0.480 -0.107 -0.269 0.39
C 1.266 1.084 -1.711 -1.643 -2.654 1.911 -0.45
C -0.139 -0.310 0.714 1.429 1.951 -0.368 0.12
N 0.397 -1.427 0.352 0.185 -0.157 0.311 -0.46
H 2.229 1.606 -1.772 -0.265 -0.229 -0.646 0.34
C -0.491 -2.375 0.771 -1.474 0.041 0.436 -0.25
H 1.181 -0.083 -1.852 0.958 2.453 0.189 0.38
O 0.114 1.600 -2.287 1.329 -3.351 -0.668 -0.44



4.
14
Properties=species:S:1:pos:R:3:forces:R:3:mulliken_charge:R:1 method="wB97M-V/def2-TZVPD" homo_energy_ev="-8.03 / -8.03" smiles="O=C/C=N/C1CC1" multiplicity=1 orbital_gap_ev="7.75 / 7.75" lumo_ev="-0.28 / -0.27" e_above_lowest_kcal_mol=121.0
C 0.871 0.739 -1.019 -0.107 0.039 -0.094 -0.46
H 1.834 -1.312 -0.983 -0.569 0.100 0.126 0.33
H -2.777 0.424 0.990 -0.095 -0.047 -0.124 0.36
H 2.072 0.144 0.846 0.275 0.426 -0.138 0.31
H -0.090 1.213 -1.218 0.361 -0.103 -0.048 0.22
O -1.020 0.416 1.973 -0.857 -0.484 0.070 -0.61
C 0.925 -0.744 -0.758 0.063 -0.062 0.327 -0.07
C -1.298 -0.790 -0.021 -0.021 -0.064 -0.069 -0.34
C 1.107 0.311 0.394 0.382 0.095 0.303 -0.22
H 0.261 0.430 1.182 1.170 0.128 -0.619 0.15
H -1.792 -0.714 -1.001 0.428 0.461 0.318 0.37
C -1.768 0.004 1.063 -0.438 -0.198 0.189 0.12
N -0.053 -1.292 0.090 -0.280 -0.060 -0.190 -0.42
H 1.728 1.171 -1.537 -0.312 -0.230 -0.053 0.27



5.
57
Properties=species:S:1:pos:R:3:forces:R:3:mulliken_charge:R:1 method="wB97M-V/def2-TZVPD" homo_energy_ev="-13.51 / -13.51" total_charge=+2 multiplicity=1 orbital_gap_ev="3.46 / 3.47" lumo_ev="-10.06 / -10.05" e_above_lowest_kcal_mol=51.2
C 2.945 1.375 -2.023 0.051 -0.071 0.260 0.74
H -0.664 2.566 4.314 -0.004 -0.021 -0.006 0.51
H -1.653 -0.220 3.222 -0.025 0.003 0.028 0.51
C -0.386 2.228 2.217 0.040 0.132 -0.067 -0.43
H -5.953 -1.982 3.684 -0.017 -0.013 -0.007 0.22
Pd -0.160 1.012 -0.748 0.233 -0.527 0.628 0.54
N 0.453 1.939 1.225 -0.033 -0.238 0.042 0.12
Br 5.297 1.465 -6.032 0.042 0.018 -0.075 -0.12
C 2.961 1.432 -4.434 -0.034 -0.034 -0.002 -0.78
C -4.222 -2.381 2.680 0.097 0.042 -0.108 1.11
S 0.042 -1.734 1.587 -0.142 -0.285 0.814 0.69
C -3.585 -3.256 1.752 -0.119 0.035 0.049 -0.92
C -1.597 -1.925 1.901 -0.160 -0.170 0.258 0.56
H 3.705 1.378 0.552 -0.001 0.115 0.035 0.35
H 4.900 1.379 -1.096 0.009 0.027 -0.023 0.31
H 1.718 2.042 4.848 -0.004 0.023 -0.006 0.47
C 2.268 1.395 -3.236 -0.047 0.002 -0.046 -0.06
C 0.038 2.298 3.537 -0.029 0.058 -0.002 -0.66
N 2.161 1.405 -0.832 0.123 -0.176 -0.332 0.45
C -3.499 -1.279 3.211 -0.115 -0.078 0.021 -0.92
H 1.187 1.390 -3.238 -0.026 0.064 -0.024 0.44
H 3.273 1.494 2.976 0.003 0.079 -0.009 0.46
F -2.519 -0.213 0.124 -0.055 -0.058 -0.072 0.24
H -1.183 2.753 -2.156 -0.152 0.056 0.169 0.38
C -2.218 -1.049 2.822 0.142 -0.058 -0.274 -0.47
H 0.598 -1.595 -4.268 0.057 -0.114 -0.016 0.49
O -0.365 2.774 -1.626 -0.031 0.214 -0.311 -0.53
C 0.268 -1.681 -1.060 0.095 0.311 0.537 0.49
H -4.132 -4.104 1.363 0.000 0.011 0.000 0.35
H -3.979 -0.633 3.934 0.008 0.007 -0.012 0.36
C 2.233 1.726 2.787 0.070 0.036 0.066 -0.72
H 6.120 1.423 -3.208 -0.007 0.006 -0.001 0.44
C 2.640 1.451 0.338 -0.114 0.141 0.248 -0.20
N 0.143 -0.951 -0.008 -0.267 0.104 -1.041 0.28
O 0.677 -2.991 1.326 0.036 0.000 -0.317 -0.73
B -2.960 0.580 -0.950 -0.341 0.240 0.196 0.10
C 0.487 -1.921 -3.242 -0.055 -0.060 0.069 -0.43
F -2.687 1.932 -0.610 -0.107 0.026 -0.091 -0.39
C 4.339 1.388 -2.021 0.076 -0.039 0.019 -0.81
H -0.454 3.512 -1.005 -0.053 -0.023 0.053 0.33
C 0.397 -3.314 -2.819 -0.001 0.045 -0.088 -0.20
H 2.434 1.470 -5.377 -0.014 -0.007 0.015 0.48
O 0.625 -0.777 2.452 0.228 0.158 -0.109 -0.46
C -2.299 -3.032 1.377 0.143 0.200 0.066 -0.46
H -1.810 -3.720 0.701 -0.025 -0.040 0.016 0.38
F -2.042 0.277 -2.052 0.314 0.149 0.196 -0.39
H -6.014 -3.360 2.657 -0.007 0.002 0.023 0.22
H 0.440 -4.178 -3.472 -0.035 0.030 -0.018 0.46
H -1.413 2.432 1.935 -0.029 -0.086 0.010 0.52
C 4.348 1.436 -4.418 -0.006 -0.018 0.061 -0.02
C 1.362 2.025 3.827 0.051 -0.014 0.011 -0.50
C 1.741 1.699 1.498 0.073 -0.004 -0.243 0.44
N -5.483 -2.596 3.041 -0.068 -0.012 0.024 -0.42
F -4.251 0.357 -1.271 0.158 -0.038 -0.170 -0.29
S 0.270 -3.478 -1.198 0.163 -0.157 0.061 0.20
C 5.039 1.415 -3.212 -0.025 -0.034 0.043 -0.80
N 0.419 -1.075 -2.279 -0.064 0.040 -0.548 0.06



6.
21
Properties=species:S:1:pos:R:3:forces:R:3:mulliken_charge:R:1 method="wB97M-V/def2-TZVPD" homo_energy_ev=-9.16 smiles="CC(=O)NC(C)C.O" multiplicity=1 orbital_gap_ev=9.70 lumo_ev=0.54 e_above_lowest_kcal_mol=52.4
H 1.164 -4.992 0.617 -0.757 1.036 0.140 0.31
H -3.130 1.437 -0.555 0.188 -1.384 -0.272 0.36
O -0.209 2.573 0.134 0.509 0.548 -0.554 -0.58
H -1.156 -0.368 -0.098 -2.150 -2.525 -0.167 0.14
C -0.998 1.665 -0.010 -0.277 -0.312 1.336 0.59
H -2.950 2.902 -0.198 1.244 0.987 0.965 0.36
H 1.339 0.828 0.653 -0.387 -0.663 -2.173 0.24
H 0.596 -2.012 0.510 -0.277 1.321 0.109 0.26
H 1.942 -1.850 -0.246 1.245 0.328 -1.003 0.38
H 0.401 1.035 -2.221 1.241 -1.107 1.614 0.25
N -0.543 0.353 -0.067 1.450 2.925 0.678 -0.28
H 1.526 -0.395 -2.232 0.120 0.837 0.524 0.42
H 0.334 -4.801 1.848 -0.114 0.676 -0.552 0.31
C 0.944 0.089 -0.161 -2.477 4.141 0.626 0.85
H -2.888 1.611 1.133 0.416 0.708 -0.445 0.27
H 2.007 1.233 -1.538 1.149 0.408 -0.585 0.27
C 1.353 -1.193 0.353 0.241 -4.063 2.952 -1.34
H 1.882 -1.152 1.382 -0.811 0.096 -1.707 0.25
O 0.524 -4.340 1.003 0.865 -1.779 0.417 -0.63
C -2.508 1.972 0.153 -0.877 -1.816 -0.673 -1.18
C 1.245 0.499 -1.615 -0.540 -0.364 -1.231 -1.24



7.
15
Properties=species:S:1:pos:R:3:forces:R:3:mulliken_charge:R:1 method="wB97M-V/def2-TZVPD" homo_energy_ev="-9.53 / -9.53" multiplicity=1 orbital_gap_ev="6.43 / 6.42" lumo_ev="-3.10 / -3.11" e_above_lowest_kcal_mol=44.6
O 1.970 -1.268 -0.097 -0.459 2.703 -2.137 -0.45
H -1.373 2.373 0.616 -0.073 0.001 -0.014 0.30
H -1.380 -0.776 -0.322 0.079 0.157 -0.089 0.26
C -1.019 2.221 -0.401 0.324 0.700 0.385 -1.13
H -1.468 0.070 -1.897 0.060 0.161 0.061 0.41
Cl -0.330 -1.951 1.755 -0.633 0.042 0.279 -0.32
H 2.294 -1.371 2.477 0.190 0.197 0.147 -0.15
Si 1.694 -1.938 1.268 -0.296 -1.199 1.804 0.53
H -1.859 2.123 -1.080 0.083 -0.141 -0.029 0.31
N 0.914 1.011 0.124 1.214 -1.222 0.254 -0.30
H -0.017 -0.893 -1.444 -0.108 0.014 0.140 0.33
C -0.811 -0.235 -1.086 0.238 -0.859 -0.296 -1.11
C -0.174 0.948 -0.426 -0.748 -0.497 -0.509 1.11
H -0.404 3.074 -0.684 -0.092 0.025 0.022 0.38
H 1.964 -3.388 1.197 0.221 -0.082 -0.019 -0.16